A cluster of 3 separate species, C32H71ClN12O6P2S2 in total, computed with ωB97M-V/def2-TZVPD.

- DFT total energy (a.u.) = -4309.52262
- LUMO level (eV) = 0.23
- HOMO level (eV) = -7.8

Geometry as XYZ:
```
126
C32H71ClN12O6P2S2 | the Open Molecules 2025 dataset | ωB97M-V/def2-TZVPD
C 2.181 1.221 7.630
C 3.384 2.020 7.084
S 3.160 2.760 5.440
C 2.411 1.362 4.534
C 3.093 1.071 3.134
C 4.258 0.148 3.520
C 5.505 0.076 2.609
N 5.861 -1.334 2.435
N 5.407 0.651 1.266
N 6.637 0.704 3.333
O 3.750 2.311 2.844
C 3.421 2.769 1.620
O 3.871 3.782 1.203
C 2.491 1.779 0.943
C 1.458 2.630 0.189
C 1.544 2.396 -1.351
S 1.813 3.957 -2.293
C 3.551 4.014 -2.392
N 4.388 4.807 -1.823
N 5.649 4.387 -2.229
C 5.467 3.390 -3.015
O 4.166 3.087 -3.189
C 2.081 0.659 1.995
C 2.424 -0.732 1.439
C 2.135 -1.961 2.294
O 2.244 -3.035 1.773
N 1.781 -1.882 3.700
C 0.381 -2.333 3.901
C 2.622 -2.867 4.430
C 0.591 0.688 2.373
C -0.409 -0.133 1.565
C -1.825 0.224 2.069
Cl -0.432 0.105 -0.215
H 1.795 1.643 8.555
H 2.491 0.199 7.848
H 1.345 1.157 6.939
H 3.601 2.817 7.789
H 4.243 1.354 7.039
H 1.367 1.631 4.428
H 2.509 0.463 5.133
H 3.956 -0.864 3.756
H 4.620 0.529 4.474
H 6.586 -1.437 1.739
H 6.123 -1.752 3.318
H 6.118 1.346 1.106
H 5.405 -0.046 0.536
H 7.474 0.336 2.897
H 6.619 1.715 3.230
H 3.174 1.237 0.289
H 1.633 3.696 0.304
H 0.420 2.457 0.451
H 0.600 2.042 -1.750
H 2.376 1.753 -1.620
H 6.247 2.832 -3.501
H 1.910 -0.916 0.497
H 3.481 -0.820 1.198
H 0.133 -3.161 3.234
H -0.332 -1.515 3.859
H 0.329 -2.726 4.914
H 2.214 -3.874 4.385
H 2.714 -2.536 5.465
H 3.625 -2.842 4.011
H 0.507 0.324 3.394
H 0.232 1.717 2.428
H -0.333 -1.203 1.718
H -2.461 -0.656 1.964
H -2.276 1.004 1.463
H -1.807 0.475 3.127
O -4.897 -2.171 1.856
P -5.906 -3.216 2.229
N -6.163 -4.029 0.729
C -7.228 -3.888 -0.239
C -5.000 -4.710 0.181
N -7.210 -2.171 2.743
C -8.256 -1.721 1.836
C -6.719 -1.033 3.518
N -6.493 -4.510 3.236
C -5.466 -5.306 3.910
C -7.650 -5.284 2.895
H -7.523 -4.878 -0.608
H -6.929 -3.279 -1.102
H -8.127 -3.450 0.178
H -5.039 -5.789 0.381
H -4.074 -4.326 0.615
H -4.924 -4.563 -0.898
H -7.864 -1.334 0.885
H -8.832 -0.921 2.303
H -8.981 -2.511 1.632
H -6.335 -0.228 2.881
H -5.913 -1.336 4.188
H -7.524 -0.638 4.139
H -5.013 -6.058 3.246
H -5.883 -5.822 4.777
H -4.665 -4.659 4.275
H -7.427 -6.092 2.183
H -8.453 -4.672 2.486
H -8.041 -5.734 3.810
O -0.221 4.268 -7.297
P 0.032 2.796 -7.194
N 1.690 2.674 -7.662
C 2.277 2.302 -8.929
C 2.635 3.348 -6.784
N -1.124 2.233 -8.381
C -0.774 2.031 -9.778
C -2.384 2.969 -8.300
N -0.025 1.269 -6.360
C 0.021 1.353 -4.900
C 0.603 0.085 -6.860
H 3.144 1.652 -8.757
H 2.615 3.175 -9.504
H 1.604 1.734 -9.560
H 3.128 2.638 -6.106
H 2.139 4.101 -6.168
H 3.406 3.870 -7.356
H -0.223 2.878 -10.212
H -1.678 1.889 -10.372
H -0.195 1.115 -9.920
H -2.338 3.936 -8.814
H -2.658 3.161 -7.262
H -3.186 2.373 -8.741
H 1.047 1.503 -4.529
H -0.388 0.450 -4.440
H -0.585 2.193 -4.549
H 1.677 0.040 -6.623
H 0.479 -0.027 -7.937
H 0.116 -0.780 -6.403
```